Entry 1:
{"formula": "C13H14IrN3O2S5", "method": "ωB97M-V with the def2-TZVPD basis set", "elements": ["Ir", "C", "O", "C", "O", "N", "N", "H", "H", "H", "H", "H", "H", "C", "S", "C", "C", "S", "S", "C", "S", "S", "H", "H", "H", "N", "C", "C", "C", "C", "C", "C", "C", "H", "H", "H", "H", "H"], "positions_angstrom": [[-0.6006, -0.4634, 0.1046], [0.4258, 4.2708, -0.1373], [-0.9206, 3.7870, -0.3778], [-1.1297, 2.5202, -0.1526], [-0.2690, 1.7290, 0.2508], [-2.3895, 2.1122, -0.3779], [-2.5882, 0.7352, -0.2543], [0.4260, 5.2885, -0.5088], [1.1414, 3.6537, -0.6763], [0.6317, 4.2477, 0.9302], [-3.1118, 2.7377, -0.7000], [-2.9792, 0.3366, -1.1039], [-3.2134, 0.5358, 0.5232], [3.8897, 2.5953, 0.8987], [4.2218, 2.0573, -0.8038], [4.2407, 0.3198, -0.5339], [3.0999, -0.5104, -0.4593], [1.6012, 0.2507, -0.7161], [3.4461, -2.1796, -0.1804], [5.1836, -2.0415, -0.1678], [6.1787, -3.2595, 0.2345], [5.7487, -0.4204, -0.4024], [3.7711, 3.6766, 0.8517], [4.7299, 2.3551, 1.5449], [2.9723, 2.1398, 1.2667], [0.9840, -3.0843, 0.5828], [0.4193, -2.0941, 0.3969], [-4.2336, -3.4850, -0.0172], [-3.7601, -2.9796, 1.1827], [-2.6042, -2.2043, 1.2066], [-1.9490, -1.9140, 0.0110], [-2.4091, -2.4456, -1.1938], [-3.5528, -3.2281, -1.2038], [-5.1291, -4.0917, -0.0302], [-4.2762, -3.2000, 2.1078], [-2.2161, -1.8445, 2.1531], [-1.8674, -2.2590, -2.1130], [-3.9124, -3.6441, -2.1357]], "mulliken_spin": [0.047, -0.001, -0.001, 0.004, 0.000, 0.000, -0.006, 0.000, 0.001, 0.000, 0.000, 0.000, -0.001, 0.024, 0.008, 0.244, 0.056, 0.194, 0.017, -0.113, 0.376, 0.160, 0.000, 0.000, -0.003, -0.005, -0.006, -0.007, 0.005, -0.018, 0.024, -0.001, 0.002, 0.000, 0.000, -0.001, 0.001, 0.000], "molar_mass_g_mol": 596.8, "homo_ev": [-11.26, -11.40], "total_charge": 1, "multiplicity": 2}

=====

Entry 2:
{"formula": "C11H22N4O4", "method": "ωB97M-V with the def2-TZVPD basis set", "elements": ["C", "C", "C", "C", "C", "C", "C", "C", "C", "C", "C", "H", "H", "H", "H", "H", "H", "H", "H", "H", "H", "H", "H", "H", "H", "H", "H", "H", "H", "H", "H", "H", "H", "N", "N", "N", "N", "O", "O", "O", "O"], "positions_angstrom": [[1.5232, 1.7469, -0.5813], [1.0094, 0.7808, 0.5110], [1.0082, 1.3915, -1.9879], [-0.4430, 1.9268, -2.2607], [-1.5509, 1.1364, -1.5860], [-2.9128, 1.6082, -2.0473], [1.3527, -1.4847, 1.4992], [2.7304, -2.1391, 1.9043], [0.3883, -2.5407, 1.1288], [-1.0375, -2.0704, 0.9368], [-1.6658, -1.7288, 2.2520], [3.4187, 2.1778, -1.3450], [3.4089, 1.8879, 0.2325], [1.2905, 2.7601, -0.2799], [1.6355, 1.9005, -2.7258], [1.0065, 0.2807, -2.1981], [-0.5359, 1.9121, -3.3542], [-0.4524, 2.9661, -1.8865], [-1.4570, 0.0593, -1.8248], [-1.5022, 1.1976, -0.5121], [-3.1006, 1.5692, -3.1356], [-3.0234, 2.6750, -1.8064], [-3.8418, 0.8098, -0.4203], [-3.9489, -0.1445, -1.6553], [2.4574, -0.5351, -0.0725], [1.0310, -0.9563, 2.4205], [0.7195, -3.0618, 0.2193], [0.3397, -3.3151, 1.9044], [-1.6008, -2.9110, 0.5107], [-1.1174, -1.2393, 0.2482], [-1.2176, 0.2232, 1.9953], [-2.0413, -0.1277, 3.4394], [4.5696, -2.1639, 1.4122], [3.0054, 1.5640, -0.6525], [-3.9991, 0.8495, -1.4322], [1.5660, -0.4725, 0.4386], [-1.8527, -0.3945, 2.4674], [0.1976, 1.0925, 1.3274], [2.9347, -2.9474, 2.7584], [-2.0363, -2.5609, 3.0647], [3.7441, -1.7224, 1.0933]], "mulliken_charge": [0.244, 0.037, -0.856, -0.881, 0.275, -0.891, 0.547, 0.150, -1.300, 0.264, 0.243, 0.244, 0.236, 0.381, 0.415, 0.228, 0.372, 0.294, 0.203, 0.123, 0.383, 0.362, 0.290, 0.273, 0.423, 0.377, 0.460, 0.423, 0.420, -0.400, 0.328, 0.250, 0.365, -0.706, -0.708, -0.023, -0.386, -0.758, -0.552, -0.665, -0.483], "molar_mass_g_mol": 274.3, "homo_ev": -9.30, "smiles": "NCCCC[C@H](N)C(=O)N[C@@H](CCC(N)=O)C(=O)O"}

=====

Entry 3:
{"formula": "C25H35N5O5", "method": "ωB97M-V with the def2-TZVPD basis set", "elements": ["C", "C", "O", "C", "C", "C", "C", "C", "C", "O", "C", "C", "H", "H", "H", "H", "H", "O", "C", "C", "H", "H", "H", "H", "H", "H", "C", "O", "N", "H", "C", "C", "O", "N", "C", "H", "C", "H", "H", "C", "C", "C", "N", "C", "N", "H", "H", "C", "H", "H", "C", "N", "H", "H", "H", "C", "C", "H", "H", "H", "H", "H", "H", "H", "H", "H", "H", "H", "H", "H"], "positions_angstrom": [[7.4574, -1.3247, 0.3143], [6.8228, -1.6532, -1.0306], [5.5869, -0.9838, -1.2318], [4.5366, -1.1372, -0.3785], [3.6707, -0.0436, -0.3499], [2.5326, -0.0603, 0.4354], [2.2725, -1.1621, 1.2435], [3.1164, -2.2597, 1.2354], [4.2426, -2.2751, 0.3848], [5.0927, -3.3595, 0.3396], [4.5307, -4.6157, -0.0096], [3.8326, -4.5897, -1.3650], [2.9669, -3.9308, -1.3328], [4.5110, -4.2291, -2.1355], [3.5030, -5.5917, -1.6262], [3.8387, -4.9566, 0.7667], [5.3928, -5.2878, -0.0347], [2.9511, -3.3640, 2.0183], [1.7956, -3.4906, 2.8241], [0.5576, -3.8767, 2.0198], [-0.2834, -4.0199, 2.6924], [0.3045, -3.1021, 1.3003], [0.7394, -4.8034, 1.4802], [1.6207, -2.5732, 3.3969], [2.0482, -4.2916, 3.5249], [1.4034, -1.1130, 1.8782], [1.5717, 1.0743, 0.5151], [0.8634, 1.2596, 1.4930], [1.5211, 1.8718, -0.5729], [2.0610, 1.6383, -1.3902], [0.6734, 3.0379, -0.6670], [-0.4033, 2.8589, -1.7472], [-0.2252, 3.3365, -2.8559], [-1.4893, 2.1306, -1.4390], [-1.8499, 1.5722, -0.1561], [-2.1515, 0.5316, -0.3186], [-3.0410, 2.3319, 0.4253], [-2.7909, 3.3841, 0.5640], [-3.2984, 1.9112, 1.3968], [-4.2465, 2.2490, -0.5296], [-5.3720, 3.0891, -0.0037], [-6.5432, 2.5670, 0.4723], [-7.3000, 3.6419, 0.8581], [-6.5518, 4.7479, 0.6023], [-5.3938, 4.4499, 0.0877], [-6.8929, 5.7428, 0.8052], [-8.2233, 3.6107, 1.2579], [-6.8721, 1.1215, 0.5459], [-7.3655, 0.8672, 1.4871], [-7.5421, 0.8366, -0.2736], [-5.5284, 0.3704, 0.4186], [-4.6846, 0.8517, -0.6563], [-5.1777, 0.7426, -1.5376], [-4.9743, 0.4761, 1.3540], [-5.7093, -0.6941, 0.2486], [-3.7981, 2.7729, -1.9012], [-2.5653, 2.0248, -2.4039], [-2.8042, 0.9660, -2.5450], [-2.2154, 2.4516, -3.3452], [-3.5723, 3.8346, -1.7978], [-4.6100, 2.6691, -2.6243], [-1.0151, 1.5842, 0.5412], [0.2485, 3.2279, 0.3192], [1.2783, 3.8975, -0.9736], [3.9466, 0.8085, -0.9507], [6.7103, -2.7349, -1.1402], [7.4459, -1.2760, -1.8474], [7.5198, -0.2468, 0.4465], [8.4579, -1.7461, 0.3564], [6.8655, -1.7470, 1.1217]], "mulliken_charge": [-1.039, -0.223, -0.511, 0.008, -0.510, -0.077, -0.610, 0.400, 0.646, -0.483, -0.245, -1.128, 0.278, 0.279, 0.425, 0.231, 0.389, -0.482, -0.557, -1.057, 0.392, 0.311, 0.311, 0.397, 0.396, 0.678, 0.431, -0.724, -0.096, 0.211, -1.170, 1.063, -0.711, 0.096, -0.429, 0.126, -1.261, 0.355, 0.404, 2.051, -0.119, -0.787, -0.067, -0.501, -0.768, 0.499, 0.185, -0.589, 0.395, 0.272, -0.824, -0.284, 0.373, 0.261, 0.417, -1.066, -1.126, 0.402, 0.542, 0.385, 0.507, 0.426, 0.505, 0.363, 0.558, 0.142, 0.408, 0.311, 0.386, 0.229], "molar_mass_g_mol": 485.6, "homo_ev": -8.39, "smiles": "CCOc1cc(C(=O)NCC(=O)N2CCC3(CC2)NCCc2[nH]cnc23)cc(OCC)c1OCC"}

=====

Entry 4:
{"formula": "CH2N2O2S", "method": "ωB97M-V with the def2-TZVPD basis set", "elements": ["C", "N", "N", "O", "O", "S", "H", "H"], "positions_angstrom": [[-0.8514, -1.6661, 0.1423], [-1.0001, -2.5528, 0.8748], [1.0798, 0.8673, -0.0661], [-1.2185, 1.1277, 0.6610], [-0.6707, -0.7710, -0.8203], [-0.5053, 0.9008, -0.5546], [1.6042, 1.2747, 0.7025], [1.5621, 0.8194, -0.9395]], "mulliken_charge": [0.514, -0.389, -0.432, -0.499, -0.370, 0.665, 0.256, 0.254], "molar_mass_g_mol": 106.1, "homo_ev": -11.07}

=====

Entry 5:
{"formula": "C25H36As2BrN2O8P2SiTa", "method": "ωB97M-V with the def2-TZVPD basis set", "elements": ["Ta", "Br", "C", "C", "C", "C", "C", "C", "N", "C", "C", "C", "C", "C", "C", "N", "H", "H", "H", "H", "H", "H", "H", "H", "H", "C", "As", "C", "C", "C", "C", "C", "C", "C", "As", "C", "C", "H", "H", "H", "H", "H", "H", "H", "H", "H", "H", "H", "H", "H", "H", "H", "H", "O", "P", "O", "O", "O", "P", "O", "O", "O", "H", "H", "C", "Si", "C", "C", "O", "H", "H", "H", "H", "H", "H", "H", "H", "H"], "positions_angstrom": [[-0.5010, 0.0175, -1.2212], [8.0492, -2.5259, 0.2894], [6.3370, -1.8600, 0.6615], [6.0743, -1.2879, 1.8985], [4.8116, -0.7871, 2.1717], [3.8113, -0.8600, 1.2053], [4.0737, -1.4733, -0.0137], [5.3384, -1.9621, -0.2973], [2.4989, -0.3360, 1.4076], [2.3674, 0.7503, 2.0426], [1.0580, 1.3956, 2.3755], [1.0805, 2.2464, 3.4758], [-0.0613, 2.9400, 3.8443], [-1.1978, 2.7762, 3.0765], [-1.1412, 1.9033, 2.0013], [-0.0637, 1.2052, 1.6474], [6.8523, -1.2455, 2.6481], [4.6042, -0.3868, 3.1555], [3.2911, -1.5421, -0.7558], [5.5477, -2.4288, -1.2499], [3.2347, 1.3251, 2.3772], [1.9974, 2.3584, 4.0399], [-0.0538, 3.6020, 4.6999], [-2.1148, 3.3057, 3.2955], [-2.0200, 1.7476, 1.3926], [-0.1227, -1.5809, 2.8039], [-0.4710, -1.6670, 0.9071], [0.5051, -3.3000, 0.5070], [-2.3285, -2.3005, 0.8918], [-3.0094, -2.5439, 2.0750], [-4.3055, -3.0582, 2.0448], [-4.9242, -3.3312, 0.8402], [-4.2534, -3.0813, -0.3550], [-2.9707, -2.5608, -0.3277], [-1.9307, -2.2509, -1.9017], [-1.2971, -4.0347, -2.3063], [-3.0493, -1.9232, -3.4291], [-0.7329, -0.8344, 3.3033], [0.9301, -1.3758, 2.9539], [-0.3648, -2.5772, 3.1713], [-0.1110, -4.1340, 0.8353], [1.4281, -3.2728, 1.0840], [0.7749, -3.4153, -0.5382], [-2.5602, -2.3486, 3.0383], [-4.8278, -3.2410, 2.9748], [-5.9269, -3.7373, 0.8221], [-4.7471, -3.3075, -1.2926], [-2.1780, -4.5625, -2.6710], [-0.9247, -4.5292, -1.4181], [-0.5314, -4.0415, -3.0802], [-3.8923, -2.6094, -3.3777], [-2.4546, -2.1515, -4.3130], [-3.4004, -0.8999, -3.4861], [-1.1974, 0.7671, -3.2573], [0.3822, 0.3471, -3.8003], [0.6155, 0.1221, -5.1954], [0.6495, -0.7627, -2.7120], [1.1998, 1.6813, -3.1205], [1.0953, 2.0669, -1.5504], [1.9905, 3.2544, -1.2183], [1.3693, 0.7807, -0.7273], [-0.4493, 2.2131, -1.3224], [-1.0626, 1.6087, -2.6966], [2.3056, 3.8787, -1.9042], [-4.9669, 0.4389, -1.7895], [-3.8403, 1.0993, -0.4823], [-3.5909, 2.9144, -0.7278], [-4.5469, 0.6760, 1.1695], [-2.2596, 0.3770, -0.6359], [-5.9636, 0.8346, -1.5693], [-5.0508, -0.6479, -1.7829], [-4.7131, 0.7724, -2.7976], [-4.5512, 3.4101, -0.5588], [-3.2806, 3.1526, -1.7477], [-2.8647, 3.3625, -0.0477], [-5.4740, 1.2487, 1.2709], [-3.9301, 0.9051, 2.0389], [-4.8103, -0.3825, 1.2148]], "mulliken_charge": [-0.654, -0.136, 0.013, -0.818, -0.352, -0.135, -0.051, -0.736, 0.507, -0.653, 0.273, -0.896, -0.768, -1.073, -0.582, 0.702, 0.431, 0.512, 0.442, 0.460, 0.622, 0.600, 0.454, 0.577, 0.234, -1.630, 1.190, -1.548, 0.331, -0.452, -1.031, -0.806, -0.536, -0.257, 1.254, -1.356, -1.377, 0.451, 0.398, 0.659, 0.450, 0.528, 0.427, 0.410, 0.447, 0.440, 0.411, 0.458, 0.418, 0.439, 0.519, 0.496, 0.252, -0.479, 1.103, -0.697, -0.540, -0.371, 0.894, -0.567, 0.170, -0.284, 0.680, 0.376, -1.217, 0.792, -1.163, -0.835, 1.057, 0.424, 0.297, 0.350, 0.485, 0.326, 0.279, 0.559, 0.225, 0.175], "molar_mass_g_mol": 993.3, "homo_ev": -12.82, "total_charge": 2}

=====

Entry 6:
{"formula": "C6H8N", "method": "ωB97M-V with the def2-TZVPD basis set", "elements": ["C", "C", "C", "C", "C", "C", "N", "H", "H", "H", "H", "H", "H", "H", "H"], "positions_angstrom": [[-0.7031, 1.3126, -1.3634], [-0.0727, 0.4088, -0.3748], [1.4093, -1.0162, 0.6014], [0.0213, -1.0467, 1.3819], [1.2361, 0.1321, -0.2793], [-1.9048, 1.6765, -1.6349], [-0.8790, -0.2103, 0.5438], [-0.1375, 1.9637, -2.0367], [2.3703, -0.9094, 1.2756], [1.6275, -1.9380, -0.0085], [-0.4078, -2.0167, 1.4177], [0.1611, -0.6512, 2.2921], [1.9596, 0.6455, -0.9113], [-2.9247, 1.4631, -1.6874], [-1.7557, 0.1862, 0.7839]], "mulliken_charge": [-0.460, 0.932, -0.420, -0.612, -0.343, -0.690, -0.099, 0.231, 0.363, 0.295, 0.339, 0.380, 0.405, 0.398, 0.281], "molar_mass_g_mol": 94.1, "homo_ev": [-14.05, -13.05], "total_charge": 1}